{"formula": "CH2N4O", "method": "the ωB97M-V functional and the def2-TZVPD basis", "e_lumo_ev": 0.103, "e_tot_ev": -9075.1606, "homo_ev": -10.5, "homo_lumo_gap_ha": 0.3898, "de_lowest_kcal_mol": 26.2, "species": ["C", "H", "H", "N", "N", "N", "N", "O"], "coordinates": [[0.272, -0.352, -0.424], [0.047, -1.581, -1.881], [-1.524, -1.376, 0.399], [0.925, 0.665, -0.064], [0.157, 1.170, 0.988], [-1.003, 0.574, 1.103], [-0.945, -0.505, 0.217], [0.739, -1.033, -1.460]], "atomic_forces_ev_per_a": [[-1.45, -1.55, -1.28], [0.51, 0.36, 0.34], [1.08, 1.83, -0.49], [-0.52, 1.51, 2.89], [-2.01, 0.17, -0.62], [2.84, -0.63, -0.22], [0.36, -0.10, 0.13], [-0.80, -1.58, -0.76]], "nbo_charge": [0.601, 0.491, 0.436, -0.329, -0.047, -0.052, -0.470, -0.629]}


{"formula": "C5H11N", "method": "the ωB97M-V functional and the def2-TZVPD basis", "e_lumo_ev": [0.894, 0.990], "e_tot_ev": -6849.4262, "homo_ev": [-6.4, -7.0], "homo_lumo_gap_ha": [0.2684, 0.2921], "de_lowest_kcal_mol": 94.6, "species": ["C", "C", "N", "C", "C", "C", "H", "H", "H", "H", "H", "H", "H", "H", "H", "H", "H"], "coordinates": [[1.506, 0.804, 0.631], [-0.037, 0.859, 1.089], [-0.744, -0.241, 0.431], [-2.007, -0.621, 0.558], [0.069, -0.970, -0.395], [0.266, -0.365, -1.750], [1.919, 1.793, 0.795], [2.016, 0.087, 1.291], [1.877, 0.506, -0.367], [0.072, 0.614, 2.152], [-0.689, 1.763, 1.079], [-2.631, -0.395, 1.418], [-2.437, -1.162, -0.280], [-0.014, -2.038, -0.298], [-0.586, -0.694, -2.368], [1.194, -0.675, -2.239], [0.226, 0.735, -1.746]], "atomic_forces_ev_per_a": [[-0.13, 0.58, 0.47], [0.50, -0.26, -0.04], [0.61, 0.01, 0.08], [-0.51, -0.12, 0.20], [-0.40, -0.50, -0.71], [0.13, -0.09, -0.23], [0.17, 0.28, 0.36], [-0.21, 0.39, 0.00], [-1.00, 0.43, 0.45], [-0.35, -0.05, -0.05], [1.04, -0.10, -0.54], [0.36, 0.04, 0.06], [0.10, 0.05, 0.28], [-0.46, -0.36, -0.27], [0.19, 0.09, -0.15], [-0.08, -0.02, -0.06], [0.05, -0.36, 0.16]], "nbo_charge": [-0.631, -0.222, -0.331, -0.263, -0.126, -0.669, 0.208, 0.217, 0.234, 0.203, 0.203, 0.179, 0.188, 0.177, 0.210, 0.212, 0.211]}